The following is a quantum chemistry calculation of C43H39ErN4O3S3SeSi as an isolated structure at a distorted geometry, from OMol25.

E_HOMO: 0.507 eV
total energy: -190677.7363 eV
⟨S²⟩: 3.7529
charge: -2
spin multiplicity: 4
energy above the lowest of the compared OMol25 structures with the same formula, charge and spin: 533.5 kJ/mol
E_LUMO: 3.75 eV

XYZ file:
```
95
Properties=species:S:1:pos:R:3:forces:R:3:lowdin_charge:R:1
Er 0.56961 -1.17947 1.18076 1.21 -0.59 -0.59 1.24
C -0.11527 -4.19664 0.39021 -1.32 0.18 0.72 -0.20
C 0.96760 -3.76332 1.16298 0.74 -1.11 1.45 -0.32
C 1.95020 -3.18601 0.30160 -0.06 -0.48 -1.34 -0.30
C 1.37060 -3.21375 -1.01102 -0.38 -0.16 1.77 -0.15
C 0.07431 -3.78730 -0.91891 2.34 0.51 0.02 -0.17
H -1.01201 -4.71117 0.76697 0.49 0.39 -0.06 0.09
H 1.06792 -4.03210 2.23227 0.17 0.33 -0.73 0.08
H 3.01874 -2.97690 0.44212 -0.66 0.08 0.44 0.09
H 1.84857 -2.86579 -1.89370 0.19 0.34 -0.56 0.08
H -0.45421 -3.98979 -1.79110 -1.29 -0.35 -0.97 0.04
Se 2.67235 -1.64089 3.32742 -0.53 0.38 0.05 0.60
C 2.49425 -0.47044 4.84659 0.87 1.28 -1.95 -0.67
C 2.12830 0.91582 4.72952 -0.01 -0.40 0.93 -0.10
C 2.26358 1.74976 5.85169 -0.01 -0.63 -0.01 -0.17
N 2.80437 1.30150 7.00115 -0.95 -0.24 0.19 0.01
C 3.10621 -0.00433 7.07130 0.76 0.75 0.39 -0.19
C 3.08065 -0.89750 6.02584 -0.87 0.87 0.02 -0.18
H 1.80115 1.35264 3.79103 -0.16 -0.39 0.04 0.08
H 1.87994 2.80205 5.88320 0.67 -0.94 -0.34 0.10
H 3.48043 -0.34271 8.03172 0.17 0.10 0.12 0.09
H 3.53472 -1.86037 6.07367 -0.04 -0.65 0.26 0.08
C 4.15085 2.52921 -2.22167 0.46 -0.79 -1.09 -0.05
C 3.46566 1.28952 -2.90010 1.25 0.74 1.20 -0.55
C 4.21378 -0.01198 -2.53654 -1.14 -0.72 -0.08 -0.04
C 3.39407 1.55424 -4.38725 1.59 0.02 0.06 -0.12
Si 0.87718 1.43280 -3.66526 -1.35 -0.11 0.94 0.74
O 1.47580 -0.23630 -0.63243 0.27 1.66 -0.59 -0.18
C -0.15513 0.09483 -4.37790 1.16 0.49 2.83 -0.30
C -0.39361 -0.97642 -3.48639 0.33 0.83 1.34 -0.12
C -1.10353 -2.05543 -3.86249 -1.75 -2.77 -0.13 -0.13
C -1.71118 -2.15490 -5.14227 1.34 2.01 -0.39 -0.11
C -1.48516 -1.03364 -5.97139 -0.06 -0.07 0.02 -0.12
C -0.68895 0.08314 -5.62616 -1.63 -1.38 -1.26 -0.13
C -0.02212 2.99603 -3.98287 -0.06 -0.84 -0.55 -0.27
C -0.01630 3.38785 -5.37686 -1.71 0.86 1.06 -0.11
C -0.77359 4.50789 -5.73508 0.93 0.21 2.15 -0.11
C -1.20026 5.38508 -4.69186 -0.43 -0.17 -1.36 -0.13
C -1.24494 4.94163 -3.39695 0.29 -0.81 0.58 -0.13
C -0.79252 3.66552 -3.02469 0.39 1.24 -1.51 -0.11
H 5.14746 2.70136 -2.68143 -0.25 -0.33 0.55 0.08
H 4.21819 2.32171 -1.15511 0.08 0.42 0.15 0.08
H 3.58867 3.43270 -2.46784 -0.23 -0.16 0.40 0.07
H 5.27399 0.09480 -2.65947 0.65 0.12 -0.47 0.06
H 3.83167 -0.85931 -3.16816 0.39 0.71 0.49 0.10
H 4.09514 -0.33343 -1.48724 -0.35 0.38 -0.28 0.08
H 3.82619 0.77797 -5.00717 0.18 -0.25 -0.04 0.08
H 3.81626 2.52213 -4.64308 0.13 0.10 -0.09 0.08
H 2.29553 1.59390 -4.66748 0.71 0.05 -0.54 -0.02
H -0.13057 -0.82610 -2.40077 0.04 -0.54 -1.29 0.10
H -1.32064 -2.88394 -3.14584 0.31 0.89 -0.51 0.08
H -2.26242 -2.99507 -5.54179 -0.07 -0.08 0.39 0.07
H -1.97348 -0.99206 -6.92955 -0.14 -0.15 -0.44 0.07
H -0.60479 0.92640 -6.31255 0.02 -0.33 0.13 0.08
H 0.40931 2.76502 -6.16650 0.20 0.13 0.49 0.08
H -0.92602 4.76717 -6.74278 -0.03 0.39 -1.20 0.06
H -1.59239 6.39144 -4.90066 0.14 -0.54 -0.15 0.09
H -1.62053 5.58841 -2.64420 -0.49 0.55 0.61 0.08
H -1.02241 3.24933 -2.05329 0.33 0.04 0.04 0.09
O -1.48304 -0.97841 1.35839 -2.19 -0.44 0.39 -0.33
C -2.47320 -1.46720 2.24696 0.46 1.85 -0.59 -0.58
C -3.43012 -2.44944 1.60133 1.21 -0.48 -0.78 -0.47
C -4.32026 -3.22802 2.27637 -0.47 1.16 0.69 -0.20
C -5.05801 -4.03340 1.39970 -0.16 -1.20 -0.96 -0.20
C -4.61919 -3.97665 0.09769 0.38 0.27 0.09 -0.42
S -3.36528 -2.82118 -0.14018 -0.32 0.19 2.22 1.07
C -3.39622 -0.32877 2.77488 0.45 1.28 2.38 -0.42
C -3.46484 0.15426 4.11921 -0.77 -0.60 -1.69 -0.10
C -4.44278 1.21536 4.29029 1.48 -0.31 -0.52 -0.20
C -4.90043 1.66109 3.09099 -0.76 -0.58 -0.93 -0.42
S -4.42561 0.61734 1.73569 0.46 0.51 1.58 1.03
C -1.73178 -2.01319 3.44347 0.84 -0.35 0.90 -0.45
C -0.76473 -1.43256 4.26654 -0.92 0.88 -0.91 -0.17
C -0.27557 -2.30064 5.26148 -0.01 0.45 -0.63 -0.20
C -0.81534 -3.53065 5.16266 0.03 -0.01 0.33 -0.41
S -1.95540 -3.63894 3.91068 0.22 -0.67 0.19 1.09
H -4.48536 -3.13377 3.38416 0.05 -0.11 -1.45 0.12
H -5.83444 -4.71085 1.71817 -0.06 -0.14 0.03 0.09
H -4.80348 -4.61867 -0.75149 -0.60 0.04 0.16 0.05
H -2.87601 -0.22323 4.96833 -0.40 -0.01 -0.73 0.10
H -4.63394 1.65608 5.27001 -0.05 0.04 -0.43 0.09
H -5.58833 2.47910 2.87028 0.21 -0.33 0.20 0.05
H -0.44601 -0.37649 4.23177 -0.25 -0.62 -0.32 0.12
H 0.49548 -1.98762 5.92936 0.29 -0.07 0.45 0.09
H -0.54585 -4.33166 5.80344 -0.08 -0.80 0.20 0.05
N -0.22427 2.98652 1.32734 -0.29 1.04 0.13 0.18
C 0.49956 1.92819 0.94176 1.57 -0.26 0.77 -0.44
O 0.63331 0.94198 1.75791 -0.71 0.86 -0.97 -0.17
C 1.20997 2.09024 -0.28429 0.01 0.71 0.05 -0.12
C 1.39496 3.45485 -0.72309 -0.32 0.61 0.44 -0.24
N 1.44500 4.61867 -0.83990 0.08 -1.57 0.00 0.14
C 1.62016 0.99781 -1.07625 -0.59 -1.55 0.76 -0.41
N 2.06250 1.29892 -2.32334 -1.04 -0.45 -3.03 -0.08
H -0.65483 2.94357 2.22249 -0.09 -0.02 0.60 0.10
H 0.08214 3.89259 0.97495 -0.52 -0.36 0.06 0.09
```
Forces are in eV/Å.